# C22H22N7OSSn

A molecular structure, C22H22N7OSSn (ωB97M-V/def2-TZVPD, OMol25).

As for the HOMO-LUMO gap: 7.99 eV. Its net charge is +3. The energy above the lowest of the compared OMol25 structures with the same formula, charge and spin is 0.00 kcal/mol. For the total energy, the calculation gives -1921.6197 hartree. The calculation puts the strongest force on any atom at 0.169 eV Å⁻¹. Its spin multiplicity is 1.

```
54
C22H22N7OSSn, DFT ωB97M-V/def2-TZVPD
Sn 0.70468 0.89246 -0.00312
C -5.28823 -1.14590 0.93795
C -4.02808 -0.41435 0.60366
N -2.95550 -1.07865 0.46157
N -2.04178 -1.65834 -0.02939
C -0.90134 -1.99440 0.86591
O -0.12862 -1.06802 1.07462
C -0.82823 -3.34531 1.31055
C -1.74749 -4.30890 0.85389
C -1.66286 -5.60149 1.32365
C -0.67700 -5.93646 2.24889
C 0.23917 -4.98800 2.70361
C 0.17195 -3.69540 2.23626
C -3.92047 1.05232 0.48980
C -5.05418 1.83238 0.64889
C -4.92488 3.20746 0.48491
C -3.68176 3.72017 0.17746
C -2.60181 2.84431 0.04797
N -2.70271 1.53372 0.19970
H -5.12309 -2.21631 1.02177
H -5.69312 -0.76556 1.87595
H -6.01523 -0.95478 0.14594
H -2.49593 -4.05582 0.11350
H -2.35431 -6.35422 0.97198
H -0.61905 -6.95198 2.61871
H 0.99536 -5.27059 3.42245
H 0.86785 -2.94172 2.57983
H -6.01337 1.39516 0.88697
H -5.78361 3.85486 0.59844
H -3.53264 4.78241 0.04253
H -1.61618 3.23304 -0.18060
C 5.21403 0.26790 -0.92703
C 3.85210 0.31384 -0.31885
N 2.75893 0.27810 -0.99209
N 2.77006 0.15121 -2.35251
C 1.65178 -0.27665 -2.98853
N 1.73159 -0.46001 -4.29127
S 0.19125 -0.58390 -2.15979
C 3.65979 0.35961 1.15449
C 4.71456 0.35520 2.04745
C 4.44286 0.35467 3.41288
C 3.12882 0.36376 3.84026
C 2.12344 0.37308 2.88413
N 2.38002 0.36074 1.57873
H 5.26086 0.80065 -1.87685
H 5.51972 -0.76961 -1.09070
H 5.95114 0.73392 -0.28062
H 3.65392 0.19220 -2.84334
H 2.56998 -0.28511 -4.82746
H 0.91423 -0.76223 -4.80032
H 5.73867 0.34779 1.70645
H 5.25571 0.35078 4.12670
H 2.87700 0.36930 4.89124
H 1.07929 0.38779 3.17360
```

# C32H54BaN5O6P2SSi3

A molecular structure, C32H54BaN5O6P2SSi3 (ωB97M-V/def2-TZVPD, OMol25).

As for the HOMO-LUMO gap: 5.30 eV. Its net charge is -1. The energy above the lowest of the compared OMol25 structures with the same formula, charge and spin is 0.64 kcal/mol. For the total energy, the calculation gives -3952.3244 hartree. The calculation puts the strongest force on any atom at 0.497 eV Å⁻¹. Its spin multiplicity is 1.

```
104
C32H54BaN5O6P2SSi3, DFT ωB97M-V/def2-TZVPD
Ba -0.06682 -0.82133 -0.70881
N -3.42128 -3.06384 -3.24471
C -3.20991 -1.57915 -3.50475
C -4.26625 -1.09952 -4.48741
P -3.41730 -0.88356 -1.80934
O -2.59710 0.48711 -1.96265
O -4.85558 -0.67751 -1.52804
O -2.59935 -1.84194 -0.96729
P -1.49380 -1.57968 -4.26826
O -1.57263 -0.38565 -5.34227
O -1.49387 -2.90543 -4.96380
O -0.44858 -1.23500 -3.25566
H -4.40916 -3.30557 -3.24000
H -3.01848 -3.24154 -2.30775
H -2.86322 -3.53780 -3.99222
H -5.26282 -1.25252 -4.06707
H -4.17283 -1.60319 -5.45219
H -4.13814 -0.03226 -4.65530
H -2.87663 1.18110 -1.34690
H -1.10481 0.39035 -4.99915
C -1.09334 2.75226 2.65519
Si -1.60122 3.17564 0.87874
C -3.30161 2.35190 0.69642
C -1.94600 5.04108 0.97134
C -0.39576 2.68962 -0.39727
Si -0.67057 3.38274 -2.06591
C -0.08795 2.26206 -3.48002
C -2.48240 3.76192 -2.50020
C 0.20451 5.03437 -2.40808
Si 1.32255 2.84201 0.13256
C 2.59910 2.35492 -1.17522
C 1.86909 4.55560 0.74481
C 1.77346 1.70241 1.61116
C 2.60599 2.13906 2.64565
C 2.94966 1.28899 3.68169
C 2.47500 -0.01096 3.65378
C 1.67517 -0.38352 2.58863
N 1.30548 0.43739 1.60648
H -1.90253 3.04193 3.33488
H -0.19288 3.28766 2.96515
H -0.90623 1.68384 2.77359
H -3.96723 2.66452 1.50715
H -3.21654 1.26254 0.76902
H -3.82645 2.59859 -0.23227
H -2.70959 5.28589 1.71644
H -2.27623 5.44173 0.00983
H -1.02722 5.57074 1.24109
H -0.40034 1.23423 -3.28375
H 0.99698 2.26174 -3.60015
H -0.52707 2.59740 -4.42747
H -3.02556 2.87328 -2.82661
H -2.49563 4.47268 -3.33229
H -3.04110 4.21726 -1.68079
H 1.29126 4.94376 -2.33456
H -0.11245 5.80950 -1.70466
H -0.03060 5.37773 -3.42098
H 2.62448 3.08172 -1.99154
H 2.40473 1.37224 -1.61346
H 3.59693 2.31718 -0.72900
H 1.59301 5.31263 0.00950
H 2.94722 4.63258 0.91578
H 1.35744 4.80946 1.67826
H 2.97228 3.15735 2.63805
H 3.58200 1.63181 4.49255
H 2.71533 -0.72742 4.42891
H 1.31662 -1.40255 2.51629
N -0.94706 -3.57170 3.50194
C -0.75827 -2.61944 4.53717
C -0.09704 -2.92653 5.71782
C 0.06888 -1.94205 6.68016
C -0.38092 -0.64964 6.45030
C -1.00451 -0.33321 5.25370
C -1.22171 -1.32921 4.30978
S -2.01521 -1.04645 2.76762
N -1.01783 -2.00461 1.75265
C -0.66730 -3.14328 2.20386
C 0.13321 -4.02848 1.30585
C 0.96741 -5.02672 1.79013
C 1.71482 -5.76292 0.88165
C 1.61535 -5.46646 -0.46287
C 0.78001 -4.42481 -0.84889
N 0.04333 -3.73569 0.00931
H -0.56273 -4.47866 3.71869
H 0.28063 -3.92944 5.88418
H 0.56954 -2.18473 7.60866
H -0.22848 0.11873 7.19664
H -1.32120 0.67926 5.03609
H 1.07543 -5.20950 2.85135
H 2.38160 -6.54203 1.22770
H 2.19580 -5.99971 -1.20250
H 0.71614 -4.12208 -1.88865
C 5.00470 -2.56837 -1.05419
C 3.53724 -2.47117 -1.49979
C 3.46601 -1.76537 -2.85453
C 2.61258 -1.78584 -0.50039
H 5.63327 -3.09792 -1.78320
H 5.07973 -3.08711 -0.09476
H 5.41689 -1.56388 -0.91455
H 3.20198 -3.50981 -1.65895
H 3.77403 -0.71995 -2.73947
H 2.44577 -1.76304 -3.24580
H 4.12374 -2.22314 -3.60136
H 2.96536 -0.73867 -0.39546
H 2.76562 -2.22693 0.50497
```

# C4H16O7

6 unconnected molecules or ions with the total composition C4H16O7 at a distorted geometry (ωB97M-V/def2-TZVPD, OMol25).

As for the HOMO-LUMO gap: 10.70 eV. The energy above the lowest of the compared OMol25 structures with the same formula, charge and spin is 5.51 kcal/mol. For the total energy, the calculation gives -688.6822 hartree. The calculation puts the strongest force on any atom at 3.843 eV Å⁻¹. As for the SMILES: O=CCCC=O.O.O.O.O.O. Its spin multiplicity is 1.

```
27
C4H16O7, DFT ωB97M-V/def2-TZVPD
O 1.88745 -1.07908 -1.11578
C 1.96267 -1.20862 0.09747
C 0.72501 -1.16470 0.96099
C -0.27010 -2.25588 0.52904
C -1.67429 -1.77920 0.73982
O -1.96888 -0.63702 1.01784
H 2.92874 -1.45446 0.55554
H 1.02695 -1.24843 2.02489
H 0.35673 -0.15907 0.87668
H -0.09128 -3.22196 1.05696
H -0.10062 -2.48299 -0.55905
H -2.48054 -2.56135 0.64283
O 2.53478 0.77529 1.39072
H 3.25541 1.41172 1.31111
H 1.72775 1.30701 1.30176
O 0.33391 2.32441 1.30836
H -0.40518 1.95180 1.87164
H -0.03535 2.44246 0.37912
O -2.57761 0.24357 -1.45289
H -2.75087 0.10896 -0.55739
H -2.46096 1.24768 -1.54380
O -0.07124 0.28312 -2.39453
H -0.94722 -0.08081 -2.12245
H 0.65754 -0.22763 -1.95096
O -0.70391 2.49970 -1.13447
H -0.44056 3.24305 -1.63228
H -0.41834 1.72244 -1.60119
```

# C2H2Cl6Si

A single C2H2Cl6Si molecule at a distorted geometry (ωB97M-V/def2-TZVPD, OMol25).

As for the HOMO-LUMO gap: 8.52 eV. The energy above the lowest of the compared OMol25 structures with the same formula, charge and spin is 30.34 kcal/mol. For the total energy, the calculation gives -3128.0607 hartree. The calculation puts the strongest force on any atom at 5.174 eV Å⁻¹. Its spin multiplicity is 1.

```
11
C2H2Cl6Si, DFT ωB97M-V/def2-TZVPD
C 0.20020 0.54742 0.97359
C 0.40554 -2.99750 0.13532
Si 0.11929 1.84201 -0.61249
Cl 0.02947 -2.83875 -1.60965
Cl 1.10745 -1.00926 0.40158
Cl -1.21243 -3.49800 0.93514
Cl -0.51636 3.38445 0.49963
Cl 1.65855 2.10847 -1.85866
Cl -1.65985 1.44438 -1.73813
H 0.67293 0.88937 1.82445
H -0.80480 0.12739 1.04921
```